Formula: C39H31Cl3N3PRu
Source: OMol25
Level of theory: wB97M-V/def2-TZVPD

Last column: Mulliken spin population.
Positions of all 78 atoms, in Å:
1 C -2.962 2.429 2.674  -0.02
2 H -0.319 -3.913 -6.149  0.00
3 C -1.215 5.175 0.487  -0.02
4 C -2.409 0.289 3.591  0.03
5 H -3.470 -0.287 5.361  0.00
6 C 0.727 0.846 -2.210  0.02
7 H 1.770 -0.674 -4.325  0.00
8 C 1.637 2.860 -3.155  0.01
9 C 1.822 1.652 -2.493  -0.01
10 C 0.652 1.046 3.343  0.16
11 Cl 0.095 2.366 4.385  0.04
12 C 0.916 -4.437 0.932  -0.12
13 C 1.116 -1.530 -4.220  0.00
14 Cl -0.617 6.615 1.212  0.00
15 C -0.082 -3.332 -5.267  0.00
16 C 4.285 -1.251 0.699  0.00
17 C 5.277 -1.512 -0.236  0.00
18 C 2.983 -1.025 0.284  -0.02
19 H 1.679 1.242 3.087  0.00
20 C 0.362 3.256 -3.534  0.00
21 Cl 1.614 1.651 0.607  0.20
22 H -0.882 -3.117 -1.998  -0.01
23 H -3.410 4.014 -1.792  0.00
24 H -0.615 -3.894 4.721  0.00
25 H 1.035 -3.564 -0.977  0.04
26 H 1.536 -5.271 0.628  0.00
27 H 1.271 -2.019 -6.297  0.00
28 H 2.814 1.353 -2.177  0.00
29 N -1.163 -1.098 2.185  0.10
30 H -1.409 -4.427 -3.988  0.00
31 H -1.723 2.747 -3.573  0.00
32 H 0.221 4.195 -4.054  0.00
33 N -0.085 -0.967 -0.276  0.13
34 H 6.294 -1.691 0.088  0.00
35 C -3.894 2.614 3.690  0.00
36 H 0.518 0.088 3.834  0.00
37 H 3.435 -1.379 -3.060  0.00
38 C -0.792 -3.106 3.997  0.08
39 H -2.875 3.214 1.941  0.01
40 C -2.197 5.219 -0.488  0.00
41 C -2.186 1.272 2.612  -0.02
42 C -0.709 3.956 0.889  -0.02
43 H -2.450 1.883 -0.948  0.00
44 C 3.659 -1.324 -2.005  0.01
45 C 0.420 -4.403 2.242  0.48
46 H -2.599 6.171 -0.811  0.00
47 C -0.689 -3.623 -4.056  0.00
48 C -0.303 -2.313 0.318  0.00
49 N -1.158 2.811 0.362  0.08
50 H 2.488 3.491 -3.372  0.00
51 C 0.642 -3.455 0.024  0.32
52 H -1.901 -1.869 5.359  0.00
53 C -2.107 2.838 -0.575  0.02
54 C -2.646 4.026 -1.028  0.00
55 C -3.317 0.485 4.617  0.00
56 C -0.553 -2.202 1.799  0.08
57 C 4.963 -1.549 -1.587  0.00
58 H -1.289 -2.659 -0.038  0.06
59 C -0.732 2.445 -3.257  0.00
60 Ru -0.430 1.018 1.470  3.24
61 H 0.614 -5.216 2.929  0.01
62 C -0.552 1.240 -2.596  0.00
63 H -4.487 3.520 3.709  0.00
64 C 0.543 -1.838 -2.980  -0.01
65 C 0.817 -2.276 -5.349  0.00
66 H -1.393 0.582 -2.408  0.00
67 C -4.056 1.658 4.678  0.04
68 C -0.379 -2.881 -2.923  0.02
69 C -1.507 -1.979 4.358  -0.05
70 H -4.765 1.812 5.481  0.00
71 H 5.732 -1.760 -2.319  0.00
72 H 0.071 3.901 1.636  0.00
73 P 0.919 -0.800 -1.512  0.02
74 C -0.313 -3.259 2.691  -0.08
75 C -1.679 -0.975 3.418  0.15
76 H 2.209 -0.826 1.013  0.02
77 H 4.526 -1.224 1.754  0.00
78 C 2.657 -1.055 -1.071  0.02

Results
Largest force on an atom = 0.7 eV/A
Molar mass = 780.10 g/mol
Calculated total energy = -3485.54812 hartree
Multiplicity = 6
Gap between HOMO and LUMO (spin up / spin down) = 0.246 / 0.245 Ha
<S²> = 8.814
HOMO level (spin up / spin down) = -9.54 / -11.21 eV
Net charge = +1

=====

Formula: C3H8BNO
Source: OMol25
Level of theory: wB97M-V/def2-TZVPD

Last column: Mulliken charge in e.
Positions of all 14 atoms, in Å:
1 N -1.276 -0.644 0.603  -0.18
2 C 0.588 0.885 -0.446  -0.58
3 H 0.727 1.272 0.521  0.35
4 B -0.965 -1.167 1.792  0.13
5 H 2.659 0.229 -1.184  0.38
6 H 1.198 -0.558 -1.795  0.23
7 H -1.492 1.453 0.426  0.25
8 H -0.258 -2.948 2.148  0.33
9 C 1.707 -0.110 -0.875  -0.81
10 H 0.535 1.731 -1.179  0.31
11 O -0.881 -2.284 2.469  -0.45
12 H -1.712 0.567 -1.052  0.26
13 H 1.450 -0.913 -0.045  0.11
14 C -1.035 0.549 -0.109  -0.33

Results
Largest force on an atom = 6.8 eV/A
Molar mass = 84.91 g/mol
Calculated total energy = -273.91096 hartree
SMILES = CCC/N=B/O
Gap between HOMO and LUMO = 0.331 Ha
HOMO level = -9.03 eV
ΔE to the lowest compared entry with this formula, charge and spin = 2.614 eV

=====

Formula: C23H25BrN3O3Ti
Source: OMol25
Level of theory: wB97M-V/def2-TZVPD

Last column: Mulliken spin population.
Positions of all 56 atoms, in Å:
1 H 0.174 2.962 1.051  0.00
2 C -3.429 1.974 -0.004  0.08
3 H 6.084 -0.030 -0.280  0.00
4 H 0.593 -0.688 0.415  0.00
5 O -2.319 0.327 -2.187  -0.03
6 C -2.880 1.414 1.151  -0.04
7 H -7.772 -2.144 -2.129  0.00
8 C -4.535 -2.384 -1.168  0.01
9 C -2.778 -0.612 -1.445  0.01
10 H -3.100 -0.378 2.305  0.00
11 H 5.794 -1.266 4.117  0.00
12 O 2.518 -0.099 2.268  0.00
13 Ti -1.381 0.885 -0.658  1.39
14 H -4.599 0.186 1.553  0.00
15 H -4.449 1.753 -0.290  0.01
16 H 5.221 -2.681 2.150  0.00
17 C -1.390 3.247 -0.413  -0.03
18 H 4.782 -2.795 -0.082  0.00
19 C 1.134 -0.001 -0.227  0.12
20 C 5.441 -0.800 3.197  0.00
21 C -4.149 -1.135 -1.626  0.02
22 H 6.307 -0.454 2.633  0.00
23 H -6.205 -3.730 -1.016  0.00
24 H 6.809 -1.476 0.430  0.00
25 N -4.990 -0.277 -2.213  0.01
26 C -3.677 0.506 2.037  0.00
27 C 6.113 -1.120 -0.329  0.00
28 H 0.481 1.921 -2.803  0.01
29 N 0.420 0.647 -1.171  -0.02
30 H 2.922 2.346 -2.618  0.00
31 C 3.151 1.079 -0.891  0.08
32 H -3.933 1.032 2.958  0.00
33 C 3.064 -0.414 1.218  -0.01
34 H 3.766 -2.127 2.994  0.00
35 C -0.804 2.649 0.713  0.06
36 C 2.430 1.684 -1.919  -0.02
37 H -1.112 1.322 2.396  0.00
38 H -0.860 4.019 -0.954  0.00
39 H -3.135 3.322 -1.671  0.00
40 C 4.721 -1.705 -0.109  0.00
41 H 4.823 0.056 3.462  0.00
42 H 4.204 1.294 -0.768  0.01
43 N 4.107 -1.258 1.138  0.00
44 C -1.539 1.715 1.483  0.15
45 H 4.066 -1.442 -0.936  0.00
46 O -2.058 -0.898 -0.430  -0.03
47 Br -7.394 0.616 -3.164  0.00
48 C 1.080 1.454 -2.033  0.12
49 C -6.239 -0.650 -2.363  0.00
50 H -3.817 -3.042 -0.698  0.00
51 C -2.673 2.866 -0.807  0.09
52 C -5.857 -2.763 -1.354  0.00
53 C 4.620 -1.806 2.397  0.00
54 C 2.490 0.202 -0.040  -0.02
55 H 6.493 -1.416 -1.306  0.00
56 C -6.736 -1.888 -1.966  0.01

Results
Largest force on an atom = 3.9 eV/A
Molar mass = 519.24 g/mol
Calculated total energy = -4704.75977 hartree
Multiplicity = 3
Gap between HOMO and LUMO (spin up / spin down) = 0.231 / 0.312 Ha
<S²> = 2.013
HOMO level (spin up / spin down) = -9.59 / -11.96 eV
ΔE to the lowest compared entry with this formula, charge and spin = 1.817 eV
Net charge = +1

=====

Formula: C4H7N2P
Source: OMol25
Level of theory: wB97M-V/def2-TZVPD

Last column: Mulliken charge in e.
Positions of all 14 atoms, in Å:
1 C -3.216 0.239 -0.380  -0.61
2 H 1.142 -1.880 0.285  0.27
3 N 0.443 0.093 0.160  -0.43
4 N 1.362 -0.876 0.355  0.03
5 C 2.529 0.925 0.129  -0.62
6 H 3.424 -1.033 0.342  0.48
7 H -3.549 -0.462 -0.989  0.29
8 C 1.152 1.181 0.091  -0.29
9 H -1.573 -1.334 0.570  -0.04
10 H 3.430 1.477 0.068  0.36
11 H 0.507 2.009 -0.021  0.44
12 P -1.922 0.134 0.676  0.02
13 C 2.591 -0.451 0.304  -0.17
14 H -3.761 1.155 -0.496  0.27

Results
Largest force on an atom = 4.5 eV/A
Molar mass = 114.09 g/mol
Calculated total energy = -607.37257 hartree
SMILES = c1cn[nH]c1.C=P
Gap between HOMO and LUMO = 0.342 Ha
HOMO level = -8.49 eV
ΔE to the lowest compared entry with this formula, charge and spin = 2.360 eV